1.
Entry from OMol25: a cluster of 2 separate species, C3H7OS in total (the ωB97M-V functional and the def2-TZVPD basis).

Energy relative to the best compared isomer or geometry (same formula, charge and spin) (kJ/mol): 182.33
Total charge: -1
Maximum force (eV/A): 3.57
Energy (a.u.): -591.89884

CARTESIAN COORDINATES (ANGSTROEM)
O (0.93622, -1.81394, -2.59888)
C (1.64533, -1.59661, -1.60992)
H (1.45082, -2.02503, -0.61085)
H (2.60089, -1.02376, -1.85248)
C (-1.47407, 0.33039, 0.47690)
C (-0.30061, 1.29174, 1.08303)
S (1.33203, 0.58090, 1.41024)
H (-2.38425, 0.63236, 1.16324)
H (-1.40119, -0.71492, 0.68917)
H (-1.70434, 0.54673, -0.60553)
H (-0.44094, 1.61988, 2.10668)
H (-0.25988, 2.17226, 0.34841)



2.
Entry from OMol25: a structure of composition C32H36N7OP2SW (the ωB97M-V functional and the def2-TZVPD basis).

Energy relative to the best compared isomer or geometry (same formula, charge and spin) (kJ/mol): 125.55
Total charge: +3
Maximum force (eV/A): 0.94
Energy (a.u.): -2846.64867

CARTESIAN COORDINATES (ANGSTROEM)
W (0.02918, -0.07829, 0.28218)
C (0.00389, 0.94519, -2.88867)
C (-0.00816, 1.24637, -1.42127)
N (-1.15993, 1.06922, -0.64758)
N (-2.23683, 1.76582, -0.39014)
C (-2.63868, 1.47505, 0.86024)
N (-3.77350, 1.95906, 1.29793)
S (-1.62258, 0.48002, 1.91630)
C (0.84798, 2.28560, -0.76786)
C (1.48233, 3.40020, -1.25513)
C (2.22204, 4.16422, -0.34946)
C (2.31212, 3.77460, 0.97985)
C (1.67901, 2.61212, 1.39256)
N (0.96536, 1.88591, 0.53059)
H (-0.52762, 0.01721, -3.10009)
H (1.02299, 0.86831, -3.26613)
H (-0.49764, 1.74804, -3.43494)
H (-4.35312, 2.51211, 0.67752)
H (-4.07001, 1.84247, 2.25633)
H (1.38326, 3.69029, -2.29254)
H (2.71349, 5.06897, -0.68304)
H (2.86794, 4.36298, 1.69614)
H (1.73155, 2.26281, 2.41585)
C (5.45298, -1.09740, 0.03090)
N (4.55380, -2.22851, 0.27431)
C (4.40031, -3.00084, -0.96007)
N (3.93106, -2.18803, -2.08476)
C (4.84581, -1.05973, -2.27846)
N (5.00119, -0.24554, -1.07176)
C (3.80626, 0.50768, -0.74443)
P (2.43291, -0.68603, -0.39521)
C (3.28243, -1.81239, 0.82643)
C (2.55963, -1.75409, -1.90687)
H (6.43537, -1.49136, -0.22654)
H (5.54973, -0.50318, 0.94043)
H (3.70335, -3.82404, -0.79089)
H (5.37160, -3.41892, -1.22282)
H (4.48901, -0.43676, -3.09996)
H (5.82461, -1.45420, -2.54867)
H (3.53066, 1.15486, -1.58042)
H (3.98825, 1.13882, 0.12862)
H (2.64590, -2.68392, 1.00436)
H (3.43200, -1.29481, 1.77632)
H (2.22478, -1.19884, -2.78571)
H (1.90665, -2.61855, -1.77782)
O (-0.32970, -1.93348, 0.12719)
P (-1.08180, -3.35742, 0.25791)
C (-2.39241, -3.40153, -0.92876)
C (-3.10029, -2.22680, -1.21226)
C (-4.18274, -2.26917, -2.06955)
C (-4.57147, -3.48152, -2.63397)
C (-3.88236, -4.64918, -2.34193)
C (-2.78726, -4.61597, -1.49110)
C (0.12129, -4.61106, -0.06410)
C (0.69925, -5.34030, 0.97837)
C (1.66280, -6.29555, 0.69022)
C (2.03988, -6.52904, -0.62568)
C (1.46023, -5.81138, -1.66820)
C (0.50023, -4.85374, -1.39238)
C (-1.68846, -3.36508, 1.92172)
C (-0.82504, -3.00804, 2.96763)
C (-1.28250, -3.03564, 4.27163)
C (-2.59503, -3.41952, 4.53674)
C (-3.44849, -3.77459, 3.50342)
C (-3.00093, -3.74754, 2.18958)
H (-2.80597, -1.28996, -0.75116)
H (-4.73180, -1.36617, -2.29958)
H (-5.42029, -3.51355, -3.30388)
H (-4.19484, -5.58839, -2.77728)
H (-2.25389, -5.53060, -1.26540)
H (0.38441, -5.18755, 2.00319)
H (2.10281, -6.87310, 1.49179)
H (2.77819, -7.28929, -0.84519)
H (1.74442, -6.01288, -2.69224)
H (0.02931, -4.31312, -2.20546)
H (0.20644, -2.73528, 2.76711)
H (-0.61930, -2.77298, 5.08472)
H (-2.94815, -3.44792, 5.55894)
H (-4.46434, -4.07722, 3.71716)
H (-3.67172, -4.02334, 1.38634)



3.
Entry from OMol25: a cluster of 19 separate species, C11H57BCl3NO24P in total (the ωB97M-V functional and the def2-TZVPD basis).

Total charge: +1
Maximum force (eV/A): 5.89
Energy (a.u.): -4060.25957

CARTESIAN COORDINATES (ANGSTROEM)
C (3.31518, -2.45850, 0.24096)
C (2.95268, -1.65677, -1.18739)
Cl (4.39969, -1.03111, -2.23014)
C (1.52295, -1.46752, -1.66141)
Cl (1.23741, -0.59602, -3.30915)
C (0.28788, -2.06931, -0.72567)
O (0.25736, -3.52008, -0.97553)
C (-1.11154, -4.03012, -1.14675)
P (-0.91544, -5.93945, -1.46123)
O (-1.35728, -6.38495, -2.91141)
O (-1.75899, -6.89248, -0.23443)
O (0.80011, -6.34383, -1.25332)
C (-1.80422, -3.23085, -2.39777)
C (-3.26823, -3.79532, -2.86708)
C (-4.19226, -4.42904, -1.67196)
C (-4.74633, -3.35011, -0.56906)
Cl (-6.07422, -4.26804, 0.41516)
N (-1.89439, -1.71862, -2.14595)
C (-1.13495, -1.29224, -0.90932)
C (-1.01994, 0.35839, -0.87590)
B (-2.35539, 1.11508, -0.27741)
O (-3.48725, 0.44541, 0.42388)
O (-2.43014, 2.60102, -0.50431)
H (4.30707, -3.05569, 0.04498)
H (2.48444, -3.30859, 0.43228)
H (3.38206, -1.72615, 1.15820)
H (0.62106, -1.93460, 0.40963)
H (-1.70386, -3.93561, -0.12828)
H (-2.36164, -6.30857, 0.31672)
H (0.91185, -6.30638, -0.23808)
H (-1.06372, -3.35777, -3.32447)
H (-3.14502, -4.59936, -3.71532)
H (-3.85169, -2.87969, -3.36052)
H (-5.15809, -4.88434, -2.20501)
H (-3.70928, -5.31495, -1.07939)
H (-3.92027, -3.07400, 0.22032)
H (-5.25803, -2.42885, -1.07764)
H (-1.51071, -1.23478, -2.98715)
H (-2.90528, -1.40178, -2.06421)
H (-1.82009, -1.58682, 0.02144)
H (-0.94052, 0.69114, -2.01929)
H (-0.02676, 0.73800, -0.33577)
H (-3.79658, -0.25516, -0.25120)
H (-2.73179, 2.68777, -1.47323)
O (-1.42574, 5.48816, 0.42267)
H (-1.59259, 4.53921, 0.31922)
H (-2.30432, 5.86431, 0.58203)
O (-0.17058, 7.88633, -1.16068)
H (-0.38981, 6.96374, -0.96113)
H (0.63773, 8.05013, -0.65215)
O (-4.24672, 5.74843, 1.00465)
H (-5.01357, 5.73398, 1.59693)
H (-4.16236, 4.82977, 0.70846)
O (-0.58818, 2.87049, -2.89387)
H (0.18252, 2.38565, -3.22554)
H (-0.41700, 3.78812, -3.15357)
O (1.57411, 5.16644, 1.97404)
H (1.40336, 5.50390, 2.86624)
H (0.69989, 5.15607, 1.55640)
O (4.08054, -5.89498, -1.55652)
H (4.47594, -6.55329, -0.96548)
H (3.22086, -6.27617, -1.78980)
O (5.77426, 2.12687, -1.43171)
H (5.60741, 1.17792, -1.53516)
H (4.89568, 2.50303, -1.27235)
O (2.72787, -0.33138, 2.80859)
H (2.00125, 0.27685, 3.01140)
H (3.44822, -0.03611, 3.38539)
O (8.37710, 0.74518, -0.54701)
H (8.08427, 1.16871, 0.27393)
H (7.91598, 1.23812, -1.24212)
O (0.83214, 4.42091, 4.40371)
H (1.51896, 3.81983, 4.07809)
H (0.42625, 3.93662, 5.13822)
O (-2.07213, -3.29610, 1.75040)
H (-2.79875, -2.68787, 1.95322)
H (-1.35178, -3.00083, 2.32721)
O (-2.96496, 2.90503, 3.04604)
H (-2.12526, 3.36143, 3.20623)
H (-2.93243, 2.67860, 2.10452)
O (10.13214, 1.76848, -2.83695)
H (10.81896, 1.16740, -3.16257)
H (9.72625, 1.28419, -2.10244)
O (11.28054, 1.43874, 0.01383)
H (11.67594, 0.78042, 0.60487)
H (10.42086, 1.05754, -0.21945)
O (-7.12574, 4.84828, 1.54817)
H (-7.29259, 3.89933, 1.44472)
H (-8.00432, 5.22443, 1.70753)
O (-8.80223, 7.36091, 2.11054)
H (-9.52885, 7.96914, 2.31335)
H (-8.08188, 7.65618, 2.68734)
O (3.62591, -8.56812, -0.09186)
H (4.02131, -9.22644, 0.49919)
H (2.76623, -8.94932, -0.32513)
O (-1.07754, 4.18199, 6.48125)
H (-1.37036, 4.60551, 7.30218)
H (-1.53865, 4.67492, 5.78614)



4.
Entry from OMol25: an isolated molecule of C3H6N2 (the ωB97M-V functional and the def2-TZVPD basis).

Energy relative to the best compared isomer or geometry (same formula, charge and spin) (kJ/mol): 88.34
Maximum force (eV/A): 3.87
Energy (a.u.): -227.39118
SMILES: C1=NCCN1

CARTESIAN COORDINATES (ANGSTROEM)
C (0.00290, 0.95439, -0.61339)
N (0.79147, 0.92959, 0.36165)
C (0.63870, -0.39384, 0.95453)
C (-0.50726, -1.04552, 0.18023)
N (-0.74784, -0.09898, -0.89997)
H (0.04833, 1.79598, -1.35086)
H (1.58277, -0.95914, 0.88737)
H (0.43923, -0.44051, 2.03515)
H (-0.28957, -2.14952, -0.12534)
H (-1.39668, -1.03924, 0.80855)
H (-1.49560, -0.11209, -1.61487)



5.
Entry from OMol25: a structure of composition C2H6ClNO2S2 (the ωB97M-V functional and the def2-TZVPD basis).

Energy relative to the best compared isomer or geometry (same formula, charge and spin) (kJ/mol): 67.28
Maximum force (eV/A): 1.83
Energy (a.u.): -1541.51862

CARTESIAN COORDINATES (ANGSTROEM)
C (0.47144, -1.99901, -0.13113)
C (0.92148, 1.96132, -0.07041)
N (0.33501, -0.61586, -0.52522)
O (-1.50584, 1.05075, 0.31649)
O (0.26133, 0.26780, 1.90388)
S (-2.33221, 0.52468, -0.96941)
S (0.08880, 0.46876, 0.49821)
Cl (-3.00801, -1.26970, -0.37505)
H (-0.16723, -2.25064, 0.71710)
H (0.19579, -2.61276, -0.98658)
H (1.50787, -2.21249, 0.14418)
H (0.60877, 2.78008, 0.56470)
H (1.98631, 1.78727, 0.01466)
H (0.63649, 2.11978, -1.10143)



6.
Entry from OMol25: a cluster of 7 separate species, C5H24N2O7 in total (the ωB97M-V functional and the def2-TZVPD basis).

Energy relative to the best compared isomer or geometry (same formula, charge and spin) (kJ/mol): 49.13
Maximum force (eV/A): 1.08
Energy (a.u.): -841.12891
SMILES: CCN(C)C(=O)CN.O.O.O.O.O.O

CARTESIAN COORDINATES (ANGSTROEM)
C (-1.54996, 0.94025, 1.36274)
C (-0.27496, 1.62157, 0.90055)
N (0.09011, 1.34004, -0.50621)
C (-0.68161, 2.12347, -1.45770)
C (0.49623, 0.09736, -0.93191)
O (0.40439, -0.20579, -2.12013)
C (1.23229, -0.84171, 0.00370)
N (0.32980, -1.94368, 0.36954)
H (-1.42135, -0.14189, 1.39792)
H (-1.82169, 1.27256, 2.36301)
H (-2.38969, 1.17464, 0.70303)
H (-0.35822, 2.69820, 1.00038)
H (0.56918, 1.33147, 1.52440)
H (-0.34213, 1.95630, -2.47828)
H (-1.74701, 1.88206, -1.47188)
H (-0.58452, 3.19136, -1.25629)
H (2.14256, -1.19863, -0.48226)
H (1.54244, -0.33241, 0.91222)
H (0.13889, -2.51294, -0.45343)
H (0.72346, -2.48830, 1.12328)
O (1.08360, -0.57814, 3.84546)
H (1.76124, 0.02528, 3.52091)
H (0.51632, -0.79044, 3.07245)
O (2.91841, 2.35646, -0.21093)
H (3.49981, 1.99922, -0.86802)
H (2.04218, 2.15627, -0.56751)
O (-0.45100, -2.90099, -2.59186)
H (-0.07834, -1.98560, -2.60048)
H (-1.34768, -2.79695, -2.22673)
O (-3.97154, -0.16039, -0.96701)
H (-4.32908, -0.14955, -1.85863)
H (-3.38812, -0.94373, -0.88159)
O (3.00421, 1.25862, 2.35516)
H (3.92184, 1.32645, 2.68723)
H (3.00744, 1.71550, 1.47754)
O (-2.46104, -2.47398, -0.71046)
H (-2.88651, -3.25650, -0.33624)
H (-1.69364, -2.31130, -0.13617)



Q: Look up the maximum force of the third one.
A: 5.89 eV/A



Q: The highest maximum force belongs to which entry?
A: C11H57BCl3NO24P